No. 1
C4H6ClN3 in the gas phase in a non-equilibrium geometry. Source: OMol25; level of theory: ωB97M-V/def2-TZVPD.

Output
relative energy (zero: lowest compared OMol25 entry of this formula, charge and spin) = 417.1 kJ/mol
structure (SMILES) = C[C@@]1(Cl)C=NN=C1N
frontier orbital gap = 9.0 eV
HOMO = -9.3 eV
LUMO level = -0.24 eV

Last column: natural (NBO) charge in e.
Cartesian coordinates (Å):
C1 -0.5894 1.2340 0.7191  -0.68
C2 0.3516 0.0219 0.6983  -0.06
Cl1 1.6552 0.4353 2.1101  -0.10
C3 -0.2952 -1.2642 1.1621  0.01
N1 -0.6792 -2.1188 0.3067  -0.20
N2 -0.4460 -1.6629 -0.9611  -0.36
C4 0.2042 -0.5607 -1.0561  0.49
N3 0.7241 0.0824 -2.0666  -0.80
H1 -0.8015 1.7910 1.6534  0.24
H2 -1.5494 1.0356 0.1702  0.24
H3 -0.1671 2.1826 0.2082  0.23
H4 -0.5081 -1.4772 2.1245  0.20
H5 1.6248 0.4692 -2.0687  0.41
H6 0.4760 -0.1682 -3.0000  0.40


No. 2
2 unconnected molecules or ions with the total composition C4H6ClN3O3 in a non-equilibrium geometry. Source: OMol25; level of theory: ωB97M-V/def2-TZVPD.

Output
relative energy (zero: lowest compared OMol25 entry of this formula, charge and spin) = 0.0 kJ/mol
structure (SMILES) = N/C(Cl)=C\[N+](=O)[O-].COC#N
frontier orbital gap = 9.2 eV
HOMO = -9.3 eV
LUMO level = -0.07 eV

Last column: natural (NBO) charge in e.
Cartesian coordinates (Å):
N1 -1.9729 -0.5087 1.4842  -0.76
C1 -1.9753 -0.2911 0.1766  0.28
Cl1 -3.2887 0.6181 -0.4451  0.07
C2 -1.0170 -0.7440 -0.6905  -0.31
N2 0.0953 -1.4619 -0.2884  0.51
O1 0.8777 -1.8307 -1.1475  -0.42
O2 0.2814 -1.6766 0.9162  -0.48
H1 -1.1412 -0.9887 1.8382  0.45
H2 -2.6258 -0.0435 2.0884  0.41
H3 -1.0931 -0.5803 -1.7506  0.25
C3 2.4683 0.7590 -0.4471  -0.25
O3 1.1954 1.1100 -0.9954  -0.48
C4 0.3219 1.5978 -0.2207  0.57
N3 -0.4825 2.0568 0.4564  -0.46
H4 2.3645 0.3330 0.5546  0.20
H5 3.1084 1.6411 -0.4092  0.19
H6 2.8835 0.0098 -1.1201  0.22